(1)
ORCA calculation (ωB97M-V/def2-TZVPD) on a cluster of 7 separate species, C29H39F3O10S in total at a distorted geometry.

XYZ file:
```
82
Properties=species:S:1:pos:R:3:forces:R:3
F 1.2802 -1.2749 4.5297 0.1434 -0.1606 -0.5719
C 2.1425 -2.2881 4.7750 1.3409 0.5870 0.0406
C 3.1601 -2.6468 3.8914 -0.0568 0.0866 -1.3387
C 4.0641 -3.6599 4.1854 -0.5233 0.3214 1.3073
C 3.9445 -4.2422 5.4382 0.5783 -0.4361 0.5467
C 2.9824 -3.8468 6.3512 0.3205 0.0967 -0.3148
C 2.1365 -2.7898 6.0438 -1.0347 -1.1488 0.6563
H 3.3090 -2.1799 2.9238 -0.5133 0.3181 0.0845
H 4.8891 -3.9338 3.5458 -0.1464 0.1200 -0.2670
H 4.6671 -4.9534 5.8239 -0.0225 -0.2345 -0.4711
H 2.9599 -4.4020 7.2786 -0.2354 0.3985 0.2329
H 1.3507 -2.4751 6.7201 0.1184 0.0818 0.0820
F -4.3053 5.3812 -4.4235 0.1469 0.1842 0.4067
C -3.8475 4.1603 -4.1013 0.2526 -0.8087 -0.3343
C -2.5896 3.9591 -3.5716 0.5267 0.8355 -0.5870
C -2.0640 2.6790 -3.4476 -0.6274 -0.3903 0.7681
C -2.8455 1.5460 -3.7191 -0.4023 1.4198 -0.0863
C -4.1307 1.7907 -4.2235 -0.1878 -0.5132 1.1079
C -4.6324 3.0712 -4.3893 -0.2233 0.0718 -0.5563
H -1.9862 4.8394 -3.3804 0.0790 -0.0939 0.1682
H -1.1130 2.5714 -2.9428 0.1708 -0.0789 -0.2881
H -2.4905 0.5749 -3.4198 -0.0923 -0.1670 -0.3416
H -4.8731 1.0025 -4.2667 0.3074 -0.2942 -0.4383
H -5.6205 3.2418 -4.7981 -0.0485 -0.1065 0.0954
F -0.7383 0.1804 -2.1008 0.2986 0.1453 0.0125
C -0.1360 -0.6388 -1.2120 -0.6252 -0.5385 1.0059
C 0.4018 -1.8356 -1.6665 0.4899 0.9194 -0.0104
C 1.0085 -2.6678 -0.7394 0.4424 -0.8370 -0.3653
C 1.0161 -2.3862 0.6032 -0.8142 0.1016 0.1678
C 0.3501 -1.2518 1.0257 0.4947 0.7030 0.9148
C -0.2162 -0.3309 0.1572 0.5093 -0.7313 -0.9550
H 0.4649 -2.0285 -2.7282 -0.2708 -0.1734 0.0411
H 1.5003 -3.5866 -1.0408 -0.1358 0.0778 -0.3679
H 1.4024 -3.0818 1.3352 0.2210 0.0339 -0.0863
H 0.3887 -1.0312 2.0881 -0.2990 0.0622 -0.0238
H -0.6660 0.5712 0.5301 -0.0770 0.0355 -0.1120
C 2.5462 0.7790 -3.6202 0.3044 -0.5721 0.8734
S 3.4621 1.0215 -5.1575 -0.8303 1.5670 0.4618
O 2.4423 1.5916 -6.0878 0.0755 -0.7952 -0.5366
C 4.2427 2.5758 -4.6465 -0.0689 0.8436 1.0041
H 1.7341 1.4913 -3.4840 0.0519 0.1619 -0.5049
H 3.2062 0.8729 -2.7536 0.1583 -0.0562 -0.1271
H 2.1432 -0.2338 -3.5846 -0.0589 0.0451 -0.2283
H 4.8630 2.9646 -5.4492 0.0631 -0.1792 -0.0147
H 4.7295 2.6661 -3.6698 0.5920 -0.8694 -0.2676
H 3.4268 3.2811 -4.4628 -0.3419 -0.2028 -0.6671
C -1.3967 0.9042 3.9300 0.8667 0.1018 0.2394
O -2.2763 1.0963 5.0386 -0.2578 0.6144 -0.1434
C -1.8406 1.0883 6.2991 -0.6439 -0.4178 0.1596
O -2.5958 1.1091 7.2295 -0.3294 0.1452 0.0799
O -0.5335 0.9990 6.4109 1.4325 -0.8079 -0.4221
C -0.0401 0.6076 7.7073 -0.7545 0.9866 0.2321
H -1.5863 -0.1049 3.5733 0.2154 0.0777 -0.3051
H -0.3600 1.0571 4.2317 -0.0599 -0.4862 0.0691
H -1.5330 1.6629 3.1610 -0.7365 -0.0782 0.0553
H -0.6598 -0.1711 8.1462 -0.0517 -0.0406 -0.1357
H -0.1567 1.5166 8.2986 0.3940 -0.3215 0.4755
H 0.9913 0.2813 7.6317 0.0080 0.1811 -0.3357
C -4.4365 3.4713 4.0517 -0.5441 -0.1828 0.0602
O -3.5897 4.0209 3.0572 0.5102 0.5189 -0.6223
C -3.3732 3.2559 1.9770 -0.4186 -0.9651 1.5254
O -4.0155 2.2848 1.6870 -0.3440 -0.1644 -0.5408
O -2.2488 3.6378 1.4434 1.7379 1.6084 -0.0224
C -1.7480 3.0624 0.2563 -1.2688 -1.0248 -0.5289
H -4.4229 4.1795 4.8776 0.0540 -0.0782 -0.0410
H -4.0440 2.5034 4.3605 -0.1958 0.0454 0.1040
H -5.4558 3.3735 3.6720 0.0814 -0.0970 0.0769
H -1.8899 1.9821 0.3060 -0.1197 0.0589 -0.1202
H -0.6887 3.2540 0.1164 -0.0930 0.4964 0.3098
H -2.3671 3.4296 -0.5640 0.3943 -0.0263 -0.2446
C 0.1594 -2.0791 -6.6321 -0.8959 -0.4633 0.0819
O 1.4354 -2.5285 -6.1729 0.2194 0.3413 -0.4141
C 1.4444 -3.3791 -5.1561 -0.7185 -0.1378 -0.1291
O 0.5453 -3.5523 -4.3709 -0.0312 -0.0730 -0.0515
O 2.5924 -4.0337 -5.1730 0.4079 -0.3128 -0.1647
C 2.6419 -5.2671 -4.4510 0.5068 0.1944 0.5821
H 0.2908 -1.4064 -7.4716 0.3893 0.2457 0.2772
H -0.4536 -1.6562 -5.8388 0.3163 0.3488 0.0805
H -0.4263 -2.9228 -7.0056 0.2186 -0.2047 0.0166
H 2.0971 -6.0627 -4.9536 -0.1109 0.1379 -0.1447
H 2.2802 -5.1535 -3.4307 -0.1883 0.0806 -0.0681
H 3.7008 -5.5072 -4.4019 -0.0397 -0.1310 -0.1067
```
Forces are in eV/Å.

Properties
E_HOMO in Eh: -0.3369
Energy in Ha: -2578.53969

Here are the Mulliken charges for atoms 1 to 8, given in e: -0.151, 0.266, -0.266, -0.671, -0.288, -0.537, -0.336, 0.494

***

(2)
ORCA calculation (ωB97M-V/def2-TZVPD) on a structure of composition C29H39IrN3OP2 at a distorted geometry.

XYZ file:
```
75
Properties=species:S:1:pos:R:3:forces:R:3
C -1.5050 2.8440 -4.8478 0.8720 1.0476 0.6884
C -1.1999 1.5952 -4.2771 0.8378 -0.3775 -0.7907
C 0.1617 1.1271 -4.3534 0.1588 1.5492 0.1434
C 1.2055 2.1389 -4.3231 -1.6580 1.5374 -1.1004
C 0.8296 3.4780 -4.6055 0.8170 -0.5153 0.3764
C -0.4674 3.7960 -5.0142 -1.2297 -0.8083 0.1835
C 2.5741 1.8059 -4.1611 -0.7150 0.0733 1.4811
C 2.8045 0.4176 -4.0466 1.7301 -1.8908 -0.2531
C 1.7208 -0.5507 -4.0488 1.1532 0.2389 0.2993
C 2.0522 -1.8945 -3.6578 -0.0617 0.3498 -1.1633
C 3.3351 -2.3697 -3.9674 0.9940 0.5305 0.6543
C 4.3813 -1.4424 -4.1536 -0.2946 -1.3133 0.1597
C 4.1276 -0.0752 -4.0352 -0.5826 0.9926 0.1851
H -2.5393 3.1374 -5.0379 0.2803 -0.1299 0.1109
H 1.6309 4.2353 -4.5317 -0.6340 -0.3549 -0.3445
H -0.7218 4.7788 -5.4029 0.1606 -0.1508 0.1173
H 3.2278 2.5088 -3.6095 -0.1166 -0.3107 -0.9942
H 3.5616 -3.4420 -3.9508 -0.1487 0.4488 0.0918
H 5.3977 -1.8173 -4.3294 -0.4891 0.2504 0.1061
H 4.9388 0.6688 -3.9713 -0.3471 -0.5759 -0.3042
N 0.4573 -0.1965 -4.3654 -0.5856 -0.4021 1.6862
Ir 0.2289 0.1407 -0.6034 0.7750 1.1751 -0.7950
C -2.1741 0.7002 -3.5616 1.7593 -0.6619 0.2443
H -1.8779 -0.3068 -3.8638 -0.4420 -0.2840 -0.0923
H -3.2411 0.8784 -3.7242 0.2114 0.1287 0.3684
C 0.9585 -2.7229 -3.0580 -0.7525 1.6582 -0.0611
H 0.0808 -2.4970 -3.6808 -0.1009 -0.4420 0.1322
H 1.1288 -3.8107 -2.9618 -0.0048 0.6361 0.2799
P -1.6681 0.7383 -1.7023 -3.4379 1.4899 -1.8118
P 0.4669 -1.9320 -1.3460 1.1974 -4.5646 -0.9617
C 1.7727 -2.6220 -0.2840 -0.0492 0.2102 0.0829
H 1.4983 -2.3592 0.7437 0.3470 -0.2807 -0.0189
H 1.8383 -3.7067 -0.4028 0.0208 0.1035 0.0762
H 2.7259 -2.1521 -0.5470 -0.0802 -0.1265 0.1282
C -0.9696 -2.9352 -0.9190 -0.2222 -0.0008 0.2205
H -0.6587 -3.9694 -0.7611 -0.0695 0.0082 -0.0493
H -1.3901 -2.5400 0.0083 -0.1461 -0.2358 -0.0098
H -1.7227 -2.8997 -1.7056 -0.0188 -0.0107 0.0213
C -2.1116 2.4665 -1.3021 0.3306 0.0878 0.3127
H -3.0597 2.7675 -1.7702 0.2734 -0.2234 0.0986
H -2.1998 2.5474 -0.2090 -0.0458 0.1306 -0.3190
H -1.3090 3.1223 -1.6536 -0.1720 0.0508 0.0405
C -3.0641 -0.1595 -0.8958 0.4218 -0.1514 0.0584
H -2.7908 -0.2653 0.1662 -0.3916 -0.1221 -0.2452
H -3.9865 0.4350 -0.9898 0.3561 -0.1965 0.0029
H -3.2069 -1.1495 -1.3556 0.0148 0.3643 0.2807
H 1.1999 0.9850 -1.5351 1.3579 1.0995 -0.6829
H 1.8905 0.6615 -0.7215 -0.9509 0.0343 -0.5971
C -2.1207 -2.7123 6.3615 0.0461 0.2362 0.2784
C -0.8698 -1.8932 6.5999 0.7167 -0.3489 0.1423
N -0.7779 -0.6723 5.7856 0.3888 -0.1988 -1.2068
C -0.2474 0.5206 6.4502 -0.2966 0.3366 0.1072
C 1.1517 0.9594 6.0327 0.0312 -0.1563 0.5684
C -0.6948 -0.8911 4.4297 -0.6392 -1.1269 1.5449
O -0.7414 -2.0427 3.9815 0.3246 1.3047 -0.4371
C -0.6304 0.2752 3.4752 -0.3353 -0.6316 -0.3376
C -1.0584 1.5935 3.7183 0.6191 -0.5923 -1.2028
C -0.7241 2.5507 2.7579 -0.0007 0.1417 -0.4842
C -0.1983 2.1572 1.5216 -0.2453 0.1061 1.0354
N -0.0769 0.8545 1.2426 0.2146 -0.7252 1.1811
C -0.2164 -0.0963 2.1893 -0.1950 1.2151 0.5615
H -3.0072 -2.0834 6.4783 -0.0135 -0.1859 0.0320
H -2.1329 -3.5143 7.1034 -0.1811 0.0463 -0.1452
H -2.0824 -3.1260 5.3630 -0.2547 -0.1999 0.0228
H -0.7956 -1.5747 7.6497 -0.0587 -0.1840 -0.3889
H 0.0167 -2.5133 6.3550 -0.3472 0.1941 0.2899
H -0.9520 1.3340 6.2616 0.1282 0.0470 0.5294
H -0.2522 0.2968 7.5306 -0.1021 0.2896 -0.5613
H 1.1840 1.2161 4.9699 0.2906 -0.0435 0.2484
H 1.3871 1.8554 6.6317 0.1371 -0.3237 -0.3590
H 1.8819 0.1669 6.2748 -0.2041 0.4165 -0.2684
H -1.6361 1.8451 4.5924 0.2388 0.1194 0.1229
H -0.8844 3.6104 2.9423 -0.0352 -0.2121 -0.0495
H 0.1411 2.8464 0.7545 -0.2925 0.0575 0.1077
H 0.0049 -1.1209 1.8728 -0.2566 0.3525 0.6316
```
Forces are in eV/Å.

Properties
Charge: +2
E_HOMO (alpha / beta) in Eh: -0.4066 / -0.4884
Energy in Ha: -2154.26968
2S+1: 6

Here are the Mulliken charges for atoms 1 to 8, given in e: -0.794, -0.081, 0.638, 1.288, -0.886, -0.502, -1.409, 1.144

***

(3)
ORCA calculation (ωB97M-V/def2-TZVPD) on a cluster of 2 separate species, C29H39N2O7 in total at a distorted geometry.

XYZ file:
```
77
Properties=species:S:1:pos:R:3:forces:R:3
C 0.5025 -1.5777 4.3520 0.1345 -0.2164 0.1761
C 0.2382 -2.2116 3.0126 0.1359 0.0700 -0.6271
O 1.1219 -1.5708 2.0578 -1.0219 -0.6843 0.8832
C 0.9907 -2.0096 0.7675 1.3060 1.1476 -1.7238
C 1.7395 -1.1066 -0.1615 -0.1960 -2.0516 -0.3062
C 1.8712 -1.6341 -1.5109 0.2714 -0.0915 1.1515
O 2.9697 -1.6142 -2.0739 0.5721 0.2388 -0.8028
C 0.7350 -2.3372 -2.2468 -0.0994 -0.1633 0.3931
C 0.3878 -1.9093 -3.6790 0.1538 -0.1506 -0.1837
C 1.5433 -1.4788 -4.5925 0.0660 0.0865 -0.3562
C 1.7428 0.0489 -4.6125 -0.0778 0.1399 -0.0590
C 3.1925 0.5561 -4.5698 0.0132 0.0521 -0.0299
C 3.3386 1.8805 -3.7952 -0.1647 -0.3324 0.1571
C 3.0714 1.8066 -2.2755 -0.2363 0.0705 -0.0079
C 4.0750 0.9919 -1.4564 0.4455 0.1331 -0.1531
C 3.6736 0.7446 0.0178 0.4706 0.1611 -0.2955
C 2.9775 -0.5358 0.4735 0.4205 -0.4784 0.2055
O 0.3335 -2.9971 0.4838 -0.1071 0.1640 0.4951
H -0.2050 -1.9949 5.0709 0.0197 0.0363 0.1285
H 1.5161 -1.8275 4.6816 -0.0944 0.2063 0.0516
H 0.3726 -0.4904 4.3307 0.0881 -0.1768 -0.0736
H 0.4294 -3.2905 3.0078 0.0261 0.1525 0.0977
H -0.8105 -2.0918 2.7078 0.3147 0.0520 -0.1087
H 1.0540 -3.3935 -2.2815 -0.1714 0.2842 0.1576
H -0.1644 -2.2860 -1.6323 -0.0232 -0.2164 -0.1147
H -0.0819 -2.7861 -4.1359 -0.2085 0.1049 0.0213
H -0.3709 -1.1167 -3.6567 0.0684 -0.0545 -0.0486
H 2.4667 -1.9892 -4.3053 -0.1646 0.1564 0.1049
H 1.3238 -1.7983 -5.6212 -0.0522 -0.0239 0.1348
H 1.2782 0.4382 -5.5338 -0.0032 0.0217 0.2782
H 1.1692 0.5004 -3.7915 0.1866 -0.1573 -0.0177
H 3.8499 -0.2173 -4.1482 -0.1942 0.2163 0.0179
H 3.5182 0.7329 -5.6072 0.1226 -0.0841 0.2318
H 4.3475 2.2763 -3.9703 -0.0774 0.0412 0.0967
H 2.6263 2.6054 -4.2166 0.1656 -0.0437 -0.0310
H 3.1077 2.8489 -1.9102 -0.1586 -0.2602 0.0375
H 2.0460 1.4459 -2.0702 0.3299 0.0376 -0.1760
H 4.3178 0.0388 -1.9463 -0.2527 0.2940 0.2499
H 5.0138 1.5830 -1.4501 -0.2475 -0.1821 0.0380
H 4.6339 0.7211 0.5503 -0.1885 0.1921 0.2153
H 3.1214 1.6053 0.4163 0.1169 0.1504 -0.2124
H 2.7348 -0.3870 1.5322 0.2848 0.0975 -0.2502
H 3.7355 -1.3374 0.4575 0.1798 0.1081 -0.0142
C -1.6685 3.9938 5.3910 0.6091 0.0883 -0.5245
O -0.6959 4.0084 4.3261 -0.2743 -0.2145 0.3292
C -0.6440 2.9283 3.5040 -0.5887 -0.7458 -0.5214
C 0.3352 2.9389 2.4805 -0.2262 -0.0996 0.5121
C 0.4103 1.9059 1.5660 -0.0151 -0.0376 -0.1510
C -0.5390 0.8598 1.5778 -0.4825 0.5166 -0.0972
C -0.7331 -0.0678 0.4814 -1.1365 1.9245 -0.5776
C -2.0483 -0.3944 0.1608 -0.4570 -0.0889 0.4590
C -2.7161 -1.6959 0.2434 2.4098 -0.3202 0.5003
O -2.4218 -2.5842 1.0353 -0.8169 0.7511 -1.4976
N -3.8424 -1.6998 -0.6007 -1.8979 -0.6833 0.2222
C -4.2408 -2.9961 -1.1190 -0.2471 -0.4732 -0.0189
C -4.8596 -0.8791 -0.0777 0.1069 -0.5188 -0.0518
O -6.0581 -1.0642 -0.2206 0.9860 0.2220 0.1459
N -4.2802 0.1738 0.6549 -1.9137 0.6418 -0.8690
C -5.2219 1.1764 1.1279 -0.1517 0.1591 -0.1571
C -3.0970 0.6421 0.0179 1.4629 0.8828 0.9471
O -2.9724 1.7321 -0.5237 -0.4914 -1.2328 1.0656
C -1.4409 0.8020 2.6752 -0.1042 0.1066 -0.6655
C -1.5405 1.8339 3.6011 0.6715 0.4727 -0.0148
H -1.4962 4.9419 5.9038 -0.1896 -0.2163 0.0401
H -2.6882 3.9497 4.9903 0.1618 0.0319 0.0810
H -1.4917 3.1479 6.0696 -0.0469 0.1964 -0.1380
H 1.0069 3.7901 2.4272 -0.0196 -0.1368 0.0290
H 1.1814 1.9087 0.7893 -0.4227 0.0765 0.2086
H 0.0105 -0.1981 -0.3177 0.4452 -0.9718 1.3710
H -5.1578 -2.8568 -1.7003 0.2804 -0.1109 0.0961
H -3.4287 -3.3822 -1.7508 -0.3028 0.1465 0.1485
H -4.4262 -3.7205 -0.3079 0.0244 0.2601 -0.2771
H -4.6887 1.8611 1.7917 -0.0390 -0.0293 -0.1776
H -5.6774 1.7261 0.2948 0.0422 0.0039 0.2605
H -5.9976 0.6617 1.6932 -0.0037 0.0683 -0.0894
H -2.0877 -0.0728 2.7822 0.1030 0.3177 -0.1928
H -2.3182 1.7940 4.3640 0.3714 -0.0347 -0.1259
```
Forces are in eV/Å.

Properties
Charge: -1
E_HOMO in Eh: -0.1249
Energy in Ha: -1764.58914

Here are the Mulliken charges for atoms 1 to 8, given in e: -1.404, 0.222, -0.326, 0.150, 2.033, 0.019, -0.733, -0.086

***

- Number 2 is which compound?
  C29H39IrN3OP2